Formula: C4H9N3
Source: the OMol25 dataset
Level of theory: wB97M-V/def2-TZVPD

Results
molar mass	99.1	g/mol
highest occupied orbital energy	-7.74	eV

Each line ends with the natural charge from an NBO analysis.
Cartesian coordinates (Å):
N: -0.78 0.16 -2.56  -0.78
C: -0.28 0.05 -1.34  0.22
N: -0.09 -1.17 -0.85  -0.65
H: -0.85 1.07 -2.99  0.40
H: -1.20 -0.61 -3.08  0.36
H: -0.38 -1.99 -1.36  0.37
H: -1.55 0.93 1.76  0.17
C: 0.44 -1.40 0.47  0.30
C: -0.57 1.03 1.29  -0.47
C: 0.45 1.49 2.00  -0.42
N: 1.64 -1.21 0.82  -0.59
H: 2.14 -0.61 0.16  0.34
H: -0.25 -1.93 1.12  0.18
H: -0.53 0.84 -0.06  0.22
H: 1.44 1.57 1.57  0.17
H: 0.38 1.78 3.04  0.18

---

Formula: C4H9N3
Source: the OMol25 dataset
Level of theory: wB97M-V/def2-TZVPD

Results
molar mass	99.1	g/mol
highest occupied orbital energy	-7.78	eV

Each line ends with the natural charge from an NBO analysis.
Cartesian coordinates (Å):
H: -2.02 -1.25 -1.41  0.26
N: -1.01 -1.50 -1.44  -0.38
N: -0.27 -0.70 -0.85  -0.17
C: -0.65 0.29 0.00  -0.06
C: -2.07 0.78 0.08  -0.66
C: 0.35 0.80 0.80  0.10
N: 1.59 0.33 0.87  -0.57
C: 2.11 -0.85 -0.11  -0.38
H: -2.43 1.08 -0.91  0.21
H: -2.74 0.00 0.45  0.21
H: -2.13 1.64 0.75  0.22
H: 0.14 1.72 1.35  0.20
H: 2.29 0.94 1.27  0.39
H: 1.54 -1.78 -0.05  0.24
H: 3.10 -1.02 0.30  0.18
H: 2.20 -0.46 -1.12  0.21

---

Formula: C4H9N3
Source: the OMol25 dataset
Level of theory: wB97M-V/def2-TZVPD

Results
molar mass	99.1	g/mol
highest occupied orbital energy	-8.96	eV

Each line ends with the natural charge from an NBO analysis.
Cartesian coordinates (Å):
H: -2.17 -0.01 1.13  0.34
N: -1.67 0.17 0.26  -0.72
C: -0.54 0.73 0.40  0.40
N: 0.04 1.05 1.59  -0.82
C: 0.20 1.02 -0.84  -0.24
C: 1.32 1.71 -0.95  -0.35
H: 0.85 1.65 1.62  0.39
H: -0.51 0.98 2.43  0.39
H: -0.28 0.60 -1.72  0.23
H: 1.83 2.16 -0.12  0.18
H: 1.78 1.87 -1.91  0.21
C: 0.19 -2.54 -0.36  -0.06
N: -1.05 -2.59 -0.52  -0.61
H: 0.75 -3.47 -0.41  0.15
H: 0.78 -1.64 -0.16  0.13
H: -1.53 -1.69 -0.46  0.37

---

ΔE to the lowest compared entry with this formula, charge and spin for every record listed, in sequence, given in kcal/mol: 101.9; 70.7; 39.9.
LUMO energy for every record listed, in sequence, given in eV: 0.712; 0.836; 0.731.